A molecular structure, C34H75ClIN3O4P2SSi2. Source: the Open Molecules 2025 dataset; level of theory: ωB97M-V with the def2-TZVPD basis set.

Calculated values
- Charge: 0
- E_LUMO: 0.35 eV
- Largest force on an atom: 0.0180 hartree/bohr
- E: -4223.5623 hartree

```
123
Properties=species:S:1:pos:R:3:forces:R:3
C -1.144471 1.631513 -1.140338 -0.20 -0.02 0.03
C -0.722732 2.985459 -1.681221 0.08 -0.22 -0.02
O 0.600951 3.344126 -1.320219 0.20 0.39 -0.21
C 0.759362 3.675879 0.046448 0.03 -0.22 -0.06
Si 2.389838 4.571212 0.383889 -0.40 0.49 -0.05
C 2.184003 5.920142 1.643391 -0.16 -0.11 -0.02
C 1.078245 6.926183 1.380899 -0.06 0.38 0.00
C 1.226810 8.171200 2.258783 0.27 -0.18 0.11
O 1.079530 7.263318 -0.010829 -0.05 -0.43 -0.10
C -0.013917 8.070050 -0.400661 0.17 0.15 0.07
C -0.406177 7.874858 -1.838855 -0.08 -0.09 -0.36
C 0.084906 6.834648 -2.625940 -0.49 0.28 -0.22
C -0.300282 6.727417 -3.965887 -0.11 0.27 0.32
C -1.184785 7.646604 -4.523210 0.12 -0.04 0.37
C -1.694558 8.679322 -3.734579 0.36 -0.33 0.26
C -1.301364 8.792487 -2.403092 0.14 -0.32 -0.36
O 3.473704 3.469666 0.962438 0.21 0.08 -0.36
Si 3.641183 1.966716 0.297589 -0.17 -0.49 0.14
C 5.417146 1.422692 0.049182 -0.06 0.33 -0.04
C 5.941227 1.319347 -1.386706 -0.02 -0.35 -0.03
C 4.953476 0.783958 -2.413970 0.26 -0.07 -0.18
I 6.732209 3.190795 -2.032164 0.03 0.24 -0.08
P 2.571954 0.647422 1.831258 -0.05 0.27 0.10
O 3.811991 0.054863 2.715796 0.00 -0.17 0.20
Cl 2.217977 -0.917358 0.511420 -0.05 -0.27 -0.26
P 3.392650 5.536800 -1.413966 0.72 0.30 0.49
S 4.950936 6.533967 -0.724328 -0.08 -0.12 -0.05
H -0.804376 0.820212 -1.778442 0.02 -0.07 -0.06
H -2.230905 1.605535 -1.072661 -0.10 -0.21 -0.08
H -0.766517 1.431939 -0.139826 0.05 0.14 0.12
H -1.419994 3.768927 -1.377734 -0.01 0.16 0.23
H -0.739067 2.963985 -2.768139 0.07 0.05 -0.12
H 0.778740 2.763827 0.658716 -0.09 -0.06 0.16
H -0.090134 4.260560 0.417518 -0.06 0.18 -0.06
H 1.951372 5.434641 2.593749 0.20 -0.03 0.17
H 3.142768 6.429662 1.734102 0.13 -0.02 0.05
H 0.114555 6.462542 1.624883 -0.13 -0.07 -0.21
H 0.900556 9.067316 1.742977 -0.18 0.09 0.04
H 0.658564 8.054866 3.177864 -0.10 0.07 0.09
H 2.267711 8.316491 2.539251 0.10 0.08 -0.07
H 0.246612 9.123471 -0.276686 0.00 0.12 0.07
H -0.869109 7.880754 0.255045 -0.13 -0.11 0.02
H 0.755495 6.104251 -2.204080 -0.23 -0.04 0.05
H 0.102527 5.920490 -4.560970 -0.01 -0.05 -0.09
H -1.479032 7.557596 -5.557880 -0.02 0.00 -0.09
H -2.380458 9.396088 -4.159044 -0.08 0.07 -0.02
H -1.689514 9.603798 -1.802284 0.00 0.07 0.08
H 2.827488 1.860071 -0.931540 0.04 0.15 -0.02
H 6.029296 2.122599 0.617340 0.11 -0.05 0.15
H 5.563808 0.443472 0.510904 -0.10 -0.13 0.07
H 6.805394 0.662953 -1.380576 0.15 0.05 0.05
H 4.310472 0.027978 -1.964163 -0.13 -0.07 0.03
H 5.495529 0.315043 -3.232267 0.05 -0.02 -0.08
H 4.347695 1.568460 -2.857010 -0.24 0.03 0.13
H 4.497147 -0.377879 2.193655 0.15 0.05 0.01
H 3.729934 4.513758 -2.321800 -0.17 -0.01 -0.14
H 2.506216 6.362568 -2.104810 0.03 -0.23 -0.18
C -0.159456 -2.103238 -2.967443 -0.03 0.00 -0.03
C -0.008620 -3.522089 -3.497995 -0.03 0.03 0.03
N 1.374818 -3.958401 -3.557942 -0.04 0.02 0.02
C 1.572562 -5.171157 -4.329152 0.03 -0.07 -0.10
C 0.935097 -6.468607 -3.815875 0.04 0.00 -0.01
C 2.105533 -3.863975 -2.307209 0.08 0.10 0.14
C 1.546572 -4.610358 -1.088975 0.10 -0.03 0.05
H 0.470968 -1.414263 -3.531692 0.02 0.00 0.00
H -1.197139 -1.781601 -3.066078 -0.01 0.01 0.00
H 0.105793 -2.025360 -1.912181 0.00 -0.01 0.01
H -0.399449 -3.562729 -4.518161 -0.01 -0.02 -0.01
H -0.646595 -4.191876 -2.897959 0.01 0.00 -0.01
H 2.649484 -5.321618 -4.442069 0.01 0.00 0.03
H 1.191481 -4.974905 -5.336285 -0.03 0.02 0.02
H 1.449556 -6.861383 -2.939754 -0.02 0.02 0.03
H 0.985697 -7.233561 -4.592917 0.00 0.00 0.00
H -0.116173 -6.329756 -3.561030 -0.01 0.01 0.00
H 2.184791 -2.804780 -2.047931 -0.03 0.01 -0.01
H 3.132051 -4.188276 -2.495153 -0.01 -0.06 -0.04
H 0.471948 -4.458244 -0.974545 -0.01 0.02 -0.01
H 2.025854 -4.235795 -0.181791 0.00 0.01 0.01
H 1.736005 -5.682219 -1.135409 -0.06 -0.01 -0.03
C 1.248007 -7.007278 4.136237 0.03 0.03 -0.02
C 0.342046 -6.437302 3.055605 0.02 0.02 0.05
N -0.551623 -7.429222 2.485822 0.01 0.04 0.01
C -1.193830 -6.992180 1.261729 -0.04 0.05 -0.20
C -2.164084 -5.805188 1.333355 -0.02 -0.03 -0.03
C -1.391539 -8.135313 3.436935 -0.05 -0.09 0.09
C -2.314526 -7.304300 4.338796 -0.02 -0.05 -0.02
H 1.780406 -7.884453 3.766800 -0.01 -0.02 0.00
H 1.982501 -6.258245 4.433813 0.01 0.00 0.01
H 0.693969 -7.293032 5.030840 -0.01 0.00 0.00
H 0.961526 -6.061035 2.236834 -0.01 0.02 -0.02
H -0.189157 -5.562248 3.464634 0.00 -0.01 -0.01
H -1.712935 -7.849646 0.825059 -0.01 -0.03 0.05
H -0.398388 -6.736634 0.553831 0.04 0.01 0.05
H -3.109586 -6.073902 1.803154 0.01 0.00 0.04
H -2.391051 -5.457186 0.323352 0.00 0.00 -0.01
H -1.735958 -4.964271 1.880258 0.01 0.01 0.01
H -0.741443 -8.736173 4.077272 0.03 0.03 0.00
H -1.986250 -8.857159 2.872108 -0.02 0.02 -0.02
H -1.789724 -6.456624 4.781592 0.02 0.00 0.01
H -2.681062 -7.925472 5.158068 0.00 -0.01 0.00
H -3.184021 -6.922245 3.806028 0.03 0.05 -0.02
C -2.225275 0.597066 2.663306 0.05 0.05 -0.01
C -3.560289 0.641842 1.935630 0.07 0.08 0.09
N -3.884725 -0.601521 1.264777 0.00 0.05 0.01
C -4.982072 -0.483865 0.323049 -0.04 0.00 -0.12
C -6.373175 -0.137078 0.867705 0.00 -0.03 -0.03
C -3.881608 -1.785120 2.107401 0.04 -0.12 0.05
C -4.799941 -1.796804 3.336736 0.00 -0.05 -0.04
H -1.431093 0.266963 1.991673 0.01 -0.04 0.00
H -1.972664 1.593835 3.028172 0.01 0.01 0.00
H -2.239775 -0.068035 3.527082 -0.02 -0.02 0.00
H -3.505187 1.419750 1.168236 -0.06 -0.01 -0.03
H -4.336654 0.968238 2.647177 -0.01 -0.01 -0.02
H -5.040211 -1.420138 -0.238268 0.00 -0.03 0.02
H -4.696766 0.282878 -0.405041 0.01 0.02 0.03
H -6.828138 -0.974196 1.395410 0.02 0.00 0.03
H -7.035174 0.124385 0.040132 0.00 0.00 -0.01
H -6.341784 0.717285 1.544642 0.01 0.01 0.01
H -2.856306 -1.952286 2.446260 0.01 0.04 0.00
H -4.115924 -2.639423 1.467865 -0.03 0.00 -0.01
H -4.724428 -0.869594 3.906531 0.02 0.01 0.01
H -4.509510 -2.612437 4.001270 0.00 -0.01 0.00
H -5.845939 -1.947702 3.074456 -0.01 0.06 -0.01
```
Positions in Å, forces in eV/Å.

=====

A molecular structure, C6H8N at a distorted geometry. Source: the Open Molecules 2025 dataset; level of theory: ωB97M-V with the def2-TZVPD basis set.

Calculated values
- Charge: +1
- E_LUMO: -5.71 eV
- Largest force on an atom: 0.0975 hartree/bohr
- E: -287.6854 hartree

```
15
Properties=species:S:1:pos:R:3:forces:R:3
C -1.848219 0.006613 -0.122460 2.04 -1.21 0.04
C -3.123634 0.194300 -0.094427 -0.91 -0.15 -0.03
C -1.013775 1.111394 0.304098 -2.07 1.60 0.98
C -0.420085 -0.642429 -0.488510 -0.61 -3.66 -1.41
C 0.199220 -1.823805 0.279763 0.24 -0.55 3.40
C 1.362153 1.326012 -0.149679 2.89 -3.61 -1.94
N 0.106441 0.578654 -0.028038 1.43 3.74 0.57
H -1.370137 2.098390 0.763188 1.28 -1.37 -0.78
H -0.350899 -0.902080 -1.583950 0.00 0.99 0.92
H 1.319645 -1.886509 0.229140 -0.90 0.62 -0.68
H -0.120976 -2.858791 -0.023003 -0.21 1.31 0.35
H 0.099846 -1.653663 1.495644 -0.30 -0.61 -3.08
H 2.302164 0.797109 0.331379 -2.13 0.56 -1.06
H 1.297379 2.211669 0.364089 -0.57 2.25 0.90
H 1.560883 1.443142 -1.277239 -0.18 0.07 1.80
```
Positions in Å, forces in eV/Å.

=====

5 unconnected molecules or ions with the total composition C28H57BNO8 at a distorted geometry. Source: the Open Molecules 2025 dataset; level of theory: ωB97M-V with the def2-TZVPD basis set.

Calculated values
- Charge: -1
- E_LUMO: 1.78 eV
- Largest force on an atom: 0.0403 hartree/bohr
- E: -1782.5354 hartree

```
95
Properties=species:S:1:pos:R:3:forces:R:3
C -3.134576 -3.232279 0.490942 0.07 -1.00 -0.18
C -3.071249 -3.044719 -0.999571 -0.14 -0.63 -0.46
C -1.684822 -2.928359 -1.598826 -0.16 1.49 0.84
C -4.183523 -2.925915 -1.780999 0.32 0.39 -0.06
C -4.419433 -1.690238 -2.650629 1.64 -0.97 -0.82
C -3.905318 -0.424134 -1.958455 -0.66 0.28 -0.07
C -4.545316 0.869095 -2.472765 -0.25 -0.04 -0.20
C -4.044937 1.267337 -3.881538 0.33 -0.04 0.37
C -4.431336 2.001537 -1.422758 0.08 -0.15 -0.04
C -3.147277 2.003784 -0.582399 0.08 0.53 -0.11
B -1.780287 2.326623 -1.435095 0.03 -0.03 -0.07
C -0.397826 1.942108 -0.588718 0.01 0.03 -0.66
C 0.736359 2.083814 -1.518590 0.20 0.11 0.32
N 1.567219 1.188191 -1.898460 0.16 -0.12 -0.27
H -2.558008 -2.392960 0.894425 -0.01 0.01 0.00
H -4.152055 -3.111554 0.855714 -0.03 -0.24 0.04
H -2.669292 -4.146068 0.880087 -0.05 0.00 0.06
H -0.947338 -2.938317 -0.792846 0.14 0.08 -0.12
H -1.469920 -3.761023 -2.265261 -0.17 0.01 -0.10
H -1.593398 -1.973430 -2.122287 0.33 -0.17 -0.23
H -4.897103 -3.747030 -1.841170 -0.93 0.68 1.28
H -5.475297 -1.619593 -2.910435 -0.02 -0.04 -0.03
H -3.818314 -1.804493 -3.565977 -0.52 0.20 -0.38
H -4.131423 -0.491899 -0.892815 0.11 -0.13 0.03
H -2.827198 -0.333298 -2.086951 0.02 0.00 0.25
H -5.616553 0.647752 -2.580391 -0.03 0.05 0.06
H -4.837151 1.225562 -4.631549 0.00 0.00 -0.03
H -3.619267 2.268801 -3.844102 -0.08 0.06 -0.15
H -3.221113 0.620677 -4.190818 -0.07 -0.04 -0.13
H -4.490248 2.962966 -1.945642 -0.04 0.00 -0.01
H -5.328222 1.951982 -0.787989 0.06 -0.05 0.09
H -3.266888 2.824952 0.140280 0.03 -0.10 0.13
H -3.065504 1.094874 0.025500 -0.05 -0.07 -0.07
H -1.727310 1.730537 -2.513644 -0.06 -0.15 0.08
H -1.763089 3.536601 -1.714494 0.02 0.00 0.00
H -0.377890 0.904645 -0.242942 -0.20 0.08 0.30
H -0.269158 2.636314 0.248347 -0.02 -0.10 0.11
H 0.879012 3.077676 -1.954067 -0.02 0.02 -0.03
H 1.345638 0.309869 -1.420445 -0.10 0.06 0.10
O 0.718296 0.093110 1.958678 0.05 -0.10 0.09
C 0.986686 0.693149 2.959505 0.17 -0.02 -0.01
O 0.837176 2.031434 2.983171 -0.12 0.02 -0.04
C 0.970472 2.812652 4.172032 0.03 0.09 0.13
C 2.414235 3.164867 4.465720 0.17 -0.36 -0.09
C 1.560925 -0.013522 4.172083 -0.30 0.01 0.20
H 0.490229 2.311844 5.016248 0.04 -0.05 -0.01
H 0.406676 3.721259 3.980295 0.00 -0.01 -0.09
H 3.011052 2.267367 4.642815 -0.03 0.00 0.06
H 2.482770 3.803356 5.344647 -0.03 0.01 0.00
H 2.852167 3.688776 3.618080 -0.06 0.09 0.02
H 2.631929 -0.143849 4.021011 0.01 0.00 -0.01
H 1.093097 -0.992621 4.239178 0.08 -0.05 -0.13
H 1.394494 0.501237 5.115023 0.10 0.06 -0.02
O 3.729598 -4.561171 -4.311056 -0.06 -0.07 0.04
C 4.101276 -3.465984 -3.967140 0.11 0.07 -0.16
O 3.236949 -2.449672 -3.982061 -0.10 -0.10 0.15
C 3.550323 -1.147385 -3.441813 -0.05 0.29 -0.06
C 4.289869 -0.292361 -4.445841 0.13 -0.14 -0.10
C 5.546700 -3.218774 -3.592133 -0.04 -0.02 0.36
H 4.088129 -1.244500 -2.498812 0.02 -0.05 -0.01
H 2.596027 -0.680202 -3.212076 -0.05 -0.09 -0.01
H 5.252482 -0.727520 -4.723434 0.03 0.03 0.06
H 4.461556 0.699061 -4.028558 -0.08 0.01 0.01
H 3.700524 -0.194254 -5.357424 -0.05 0.06 0.04
H 6.120994 -3.075062 -4.506534 -0.01 0.00 -0.01
H 5.916667 -4.103421 -3.079415 0.00 -0.08 -0.14
H 5.698658 -2.365297 -2.938135 0.01 0.08 -0.10
O 0.043401 -8.067513 0.317048 0.01 0.01 0.03
C 0.541005 -7.808768 -0.746117 -0.12 -0.06 -0.14
O 0.623328 -6.527669 -1.135937 0.12 0.09 0.17
C 1.346898 -6.116276 -2.307397 -0.02 0.04 -0.31
C 0.507241 -6.249010 -3.559589 -0.13 -0.12 -0.02
C 1.008278 -8.905328 -1.680125 0.35 0.03 0.07
H 2.292565 -6.653204 -2.382097 -0.01 -0.02 0.00
H 1.592538 -5.069236 -2.149336 -0.05 0.01 0.16
H 0.221340 -7.285509 -3.746239 0.06 -0.01 -0.01
H 1.054461 -5.880031 -4.426679 0.06 0.05 0.06
H -0.412049 -5.672863 -3.453674 0.03 0.05 0.00
H 0.146260 -9.280957 -2.229949 -0.01 0.01 0.00
H 1.416716 -9.709885 -1.073496 -0.15 -0.04 0.05
H 1.774100 -8.597713 -2.386529 -0.09 0.03 -0.08
O 1.493417 5.918527 4.328381 -0.03 0.16 0.03
C 1.316984 6.591202 5.303808 -0.04 0.22 -0.13
O 0.171339 6.427169 6.000660 -0.01 -0.19 0.05
C -0.074649 7.057461 7.258822 -0.04 0.13 0.10
C -0.606672 8.466310 7.096295 0.03 0.03 -0.13
C 2.302763 7.657422 5.724126 0.13 -0.17 0.28
H 0.816294 7.023340 7.888374 0.03 0.02 -0.04
H -0.824154 6.432251 7.741402 0.00 -0.05 -0.06
H 0.115107 9.113644 6.597960 0.03 0.01 0.05
H -0.841482 8.898267 8.069696 -0.01 -0.01 0.01
H -1.511104 8.455905 6.488561 -0.03 -0.02 0.04
H 2.114106 8.553673 5.134352 0.00 0.00 -0.01
H 3.302690 7.294332 5.500544 -0.03 0.02 -0.16
H 2.268733 7.911554 6.780409 -0.08 0.08 -0.03
```
Positions in Å, forces in eV/Å.

=====

Which formula does entry 3 have?
C28H57BNO8

=====

Look up the largest force on an atom of the second one.
0.0975 hartree/bohr

=====

Number 1 is which compound?
C34H75ClIN3O4P2SSi2

=====

charge of number 2 (C6H8N)?
+1